Formula: C3H9NS
Source: the Open Molecules 2025 dataset
Level of theory: ωB97M-V/def2-TZVPD

Values from the calculation:
molar mass: 91.179 g/mol
spin multiplicity: 1
maximum force: 1.382 eV Å⁻¹
total energy: -572.6255 Eh
HOMO: -9.02 eV

```
14
Properties=species:S:1:pos:R:3:nbo_charge:R:1
C 1.466 -0.591 -0.416 -0.616
C 0.233 0.272 -0.241 -0.064
N 0.528 1.390 0.670 -0.827
C -0.980 -0.505 0.326 -0.527
S -2.624 0.191 -0.076 -0.064
H 1.486 -1.232 -1.295 0.217
H 2.334 0.058 -0.564 0.209
H 1.646 -1.167 0.494 0.212
H -0.115 0.567 -1.241 0.168
H 1.300 1.915 0.249 0.352
H -0.249 2.035 0.683 0.357
H -0.995 -0.403 1.411 0.222
H -0.754 -1.550 0.113 0.226
H -3.274 -0.981 -0.114 0.134
```

Formula: CH7NOS
Source: the Open Molecules 2025 dataset
Level of theory: ωB97M-V/def2-TZVPD

Values from the calculation:
molar mass: 81.140 g/mol
spin multiplicity: 1
maximum force: 0.600 eV Å⁻¹
total energy: -570.4494 Eh
HOMO: -9.32 eV

```
11
Properties=species:S:1:pos:R:3:nbo_charge:R:1
N 1.516 0.883 -0.436 -0.864
C 2.072 0.324 -1.664 0.099
O 2.150 -1.091 -1.556 -0.729
H 1.187 0.098 0.115 0.373
H 0.741 1.501 -0.630 0.359
H 1.454 0.545 -2.528 0.146
H 3.067 0.743 -1.832 0.142
H 3.069 -1.350 -1.459 0.475
S -4.884 -0.042 3.580 -0.281
H -5.685 -0.294 2.539 0.142
H -4.687 -1.317 3.870 0.139
```

Formula: CH6N6O2
Source: the Open Molecules 2025 dataset
Level of theory: ωB97M-V/def2-TZVPD

Values from the calculation:
molar mass: 134.099 g/mol
spin multiplicity: 1
maximum force: 3.717 eV Å⁻¹
total energy: -520.5033 Eh
HOMO: -8.95 eV

```
15
Properties=species:S:1:pos:R:3:nbo_charge:R:1
C 0.405 -1.045 0.339 0.383
N -0.247 2.048 0.974 -0.510
N -0.890 1.627 -0.039 0.016
N 0.327 -0.662 1.705 -0.851
N 1.667 -1.011 -0.264 -0.804
N -0.611 0.438 -0.551 -0.283
N -1.208 -0.016 -1.700 0.631
O -0.590 -0.905 -2.232 -0.431
O -2.208 0.530 -2.089 -0.374
H -0.226 -1.765 -0.157 0.225
H -0.550 3.050 1.064 0.348
H 0.466 0.412 1.755 0.430
H -0.666 -0.772 2.060 0.386
H 1.957 -1.541 -1.106 0.430
H 2.374 -0.388 0.240 0.403
```

Number 1: frontier orbital gap 0.3674 Ha. Number 2: frontier orbital gap 0.3788 Ha. Number 3: frontier orbital gap 0.3391 Ha.